No. 1
C27H35N5O2OsS2Si as an isolated structure, computed with wB97M-V/def2-TZVPD.

```
73
Properties=species:S:1:pos:R:3:forces:R:3:lowdin_charge:R:1
Os 0.466949 1.310142 1.948618 0.6 -0.4 -0.3 0.6869
N -0.850621 2.183460 3.427757 0.0 0.2 -0.1 -0.1265
C -1.757656 1.183749 4.008117 -0.1 0.0 0.0 -0.2313
C -0.911041 -0.032188 4.274196 0.0 -0.1 0.1 -0.2315
N -0.240363 -0.388579 3.002857 -0.2 0.0 0.0 -0.1500
H -0.203398 2.536225 4.131165 0.0 0.0 0.0 0.0683
H -1.354623 2.985016 3.061657 0.0 0.0 -0.1 0.0832
H -2.521564 0.953868 3.260916 0.0 0.0 0.0 0.1178
H -2.256339 1.528536 4.917268 0.0 0.0 0.0 0.1204
H -1.499773 -0.858667 4.678722 0.0 0.0 0.0 0.1218
H -0.125557 0.216761 4.990831 0.0 0.0 0.0 0.1038
H -0.864285 -0.948775 2.433176 0.0 -0.1 0.0 0.0562
H 0.578698 -0.955842 3.206425 0.0 0.0 0.0 0.0727
S 2.196127 1.305323 3.526619 -0.1 0.2 -0.1 0.5622
C 3.600377 1.773402 2.593748 0.0 -0.1 0.0 -0.6758
C 4.785743 2.119086 3.240613 0.0 0.0 0.0 -0.0646
C 5.901742 2.524206 2.526503 0.0 0.0 0.0 -0.1938
C 7.095998 2.894622 3.232970 0.0 0.0 -0.1 -0.1800
N 8.049479 3.195355 3.799803 0.0 0.0 0.0 0.1622
C 5.846320 2.578332 1.125303 0.0 0.0 0.0 -0.1954
C 4.674511 2.214562 0.477860 0.0 0.0 0.0 -0.0659
C 3.550407 1.815434 1.191927 0.1 -0.2 0.0 -0.6595
S 2.088075 1.358622 0.314836 -0.4 0.5 0.2 0.5640
C 6.976145 3.006726 0.351241 0.0 0.0 0.0 -0.1834
N 7.865017 3.354425 -0.289430 0.0 0.0 0.0 0.1599
H 4.831172 2.084056 4.321141 0.0 0.0 0.0 0.1148
H 4.634219 2.248733 -0.603189 0.0 0.0 0.0 0.1137
O -1.531862 -0.435666 -0.733976 0.3 0.2 0.3 -0.0170
C -1.566271 0.856763 -0.574384 -0.1 -0.2 -0.1 -0.3151
N -1.065712 1.556341 0.406486 0.1 0.1 -0.1 0.0044
C -1.430731 2.945043 0.137154 -0.1 -0.2 -0.1 -0.3718
O -1.180049 3.864313 0.856232 0.0 0.0 0.2 0.1222
C -2.206394 2.986223 -1.135778 0.1 0.0 0.0 -0.0907
C -2.776827 4.030738 -1.824827 0.0 0.0 0.0 0.0167
C -3.481985 3.713474 -2.985951 0.0 0.0 0.0 -0.0530
C -3.607404 2.395435 -3.409040 0.0 0.0 0.0 -0.0505
C -3.025082 1.347771 -2.695491 0.0 0.0 0.0 0.0082
C -2.318107 1.678497 -1.560706 0.0 0.0 0.0 -0.0910
H -2.676663 5.050626 -1.478788 0.0 0.0 0.0 0.1262
H -3.942514 4.502214 -3.565617 0.0 0.0 0.0 0.1089
H -4.167961 2.179349 -4.308868 0.0 0.0 0.0 0.1096
H -3.129875 0.323877 -3.021210 0.0 0.0 0.0 0.1003
C 0.965228 -1.921366 0.037427 0.0 -0.1 0.0 -0.1475
Si -0.571898 -1.842141 -0.991109 -0.1 0.0 -0.1 0.6262
C -1.813065 -3.168448 -0.451684 0.0 0.0 0.0 -0.5961
C -3.199561 -2.966948 -1.076742 0.0 0.0 0.0 -0.0814
C -1.297260 -4.567757 -0.808059 0.0 0.0 0.0 -0.0833
C -1.965877 -3.070802 1.072987 0.0 0.0 0.0 -0.0959
C -0.062766 -1.800424 -2.809794 0.0 0.0 0.0 -0.5913
C 0.582961 -0.429964 -3.075727 0.0 0.0 0.0 -0.0713
C -1.223270 -2.013385 -3.784852 0.0 -0.1 0.0 -0.0802
C 0.993183 -2.889394 -3.061246 0.0 0.0 0.0 -0.0823
H 1.279005 -2.967293 0.117549 0.0 0.0 0.0 0.0517
H 0.839466 -1.506638 1.032544 0.0 0.0 0.1 -0.0090
H 1.782496 -1.357812 -0.410590 0.0 0.0 0.0 0.0063
H -3.183768 -3.079995 -2.160360 0.0 0.0 0.0 0.0656
H -3.607606 -1.981152 -0.845914 0.0 0.0 0.0 0.0779
H -3.891817 -3.715907 -0.678796 0.0 0.0 0.0 0.0878
H -1.244195 -4.715394 -1.887752 0.0 0.0 0.0 0.0697
H -1.977673 -5.326655 -0.408944 0.0 0.0 0.0 0.0890
H -0.306657 -4.763449 -0.390464 0.0 0.0 0.0 0.0799
H -2.299057 -2.070730 1.368506 0.0 0.0 0.0 0.0697
H -1.033519 -3.311521 1.590491 0.0 0.1 0.0 0.0810
H -2.726082 -3.777982 1.418571 0.0 0.0 0.0 0.0900
H -0.119983 0.394360 -2.931935 0.0 0.0 0.0 0.0727
H 0.924079 -0.384229 -4.114643 0.0 0.0 0.0 0.0929
H 1.448863 -0.246885 -2.436252 0.0 0.0 0.0 0.0649
H -2.043832 -1.317602 -3.614045 0.0 0.0 0.0 0.0544
H -1.625195 -3.026033 -3.718379 0.0 0.0 0.0 0.0719
H -0.873748 -1.867823 -4.811851 0.0 0.0 0.0 0.0905
H 1.867384 -2.766440 -2.419687 0.0 0.0 0.0 0.0781
H 1.338022 -2.827216 -4.098027 0.0 0.0 0.0 0.0909
H 0.597805 -3.894581 -2.908140 0.0 0.0 0.0 0.0695
```
Forces are in eV/Å.

Results
Kohn-Sham gap	5.387	eV
LUMO energy	-1.2	eV
E_HOMO	-6.57	eV
net charge	0


No. 2
C27H35N7O4SV as an isolated structure, computed with wB97M-V/def2-TZVPD.

```
75
Properties=species:S:1:pos:R:3:forces:R:3:mulliken_spin:R:1
V 1.176671 0.516030 0.370004 -0.2 -0.2 -0.3 2.7306
O -2.878074 4.196656 0.563404 0.1 -0.1 0.0 0.0010
C -2.651208 4.045231 -0.758476 0.1 -0.1 0.2 -0.0034
C -3.429009 4.803345 -1.631261 0.1 -0.1 0.1 -0.0015
C -3.250156 4.702640 -2.991139 -0.1 0.0 -0.2 0.0018
C -2.293776 3.847199 -3.522279 0.0 0.0 0.1 -0.0009
C -1.524264 3.091635 -2.664299 0.0 0.0 0.1 0.0013
C -1.684284 3.166682 -1.280978 -0.2 0.1 0.2 0.0071
C -0.807142 2.327928 -0.420568 -0.3 0.6 -0.2 0.0302
O 0.030898 1.574777 -1.004744 0.4 -0.2 0.1 -0.0234
N -0.936769 2.477559 0.882176 0.3 0.0 0.1 -0.0519
N -0.018473 1.682017 1.577574 -0.3 0.1 -0.9 0.0749
C 0.085481 1.881802 2.830619 0.3 0.0 0.7 0.0830
C 1.052153 1.206268 3.671840 -0.1 0.0 0.0 0.0238
C 0.941129 1.402740 5.052053 0.1 -0.1 0.1 0.0162
C 1.828737 0.835790 5.937325 0.0 0.0 0.0 -0.0093
C 2.871524 0.050186 5.443532 0.0 0.0 -0.1 0.0175
C 3.018707 -0.162437 4.091201 -0.2 0.1 0.3 -0.0140
C 2.114425 0.399591 3.174118 -0.1 0.2 -0.1 0.0185
O 2.317452 0.195315 1.900719 0.3 -0.1 0.0 -0.0262
H -2.209560 3.639503 1.046702 0.0 0.1 -0.3 0.0019
H -4.158332 5.470823 -1.210777 -0.2 0.2 0.1 0.0000
H -3.861511 5.299934 -3.649905 -0.1 0.1 -0.1 0.0002
H -2.148251 3.781910 -4.585877 0.0 0.0 -0.2 0.0000
H -0.766476 2.421360 -3.037697 0.1 -0.1 -0.1 0.0032
H -0.573125 2.621253 3.296529 0.1 -0.1 0.0 0.0040
H 0.126871 2.008964 5.423383 -0.1 0.1 0.0 0.0006
H 1.717713 0.990275 6.998889 0.0 0.0 0.1 -0.0003
H 3.581659 -0.388815 6.129268 0.0 -0.1 0.1 0.0010
H 3.815696 -0.775610 3.700177 0.1 0.0 -0.1 -0.0001
C 4.549555 0.848984 -3.173367 -0.2 0.0 0.3 0.0211
C 4.288195 1.855253 -2.249774 0.0 -0.2 -0.1 -0.0045
C 3.413127 1.598714 -1.209253 0.1 -0.1 0.0 0.0337
N 2.813357 0.413156 -1.049810 0.0 0.1 -0.3 0.0014
C 3.068636 -0.548674 -1.941309 -0.1 -0.1 0.2 0.0521
C 3.919482 -0.381749 -3.016636 0.1 0.3 0.0 -0.0097
H 5.231658 1.019772 -3.989927 0.1 0.0 -0.1 0.0024
H 4.751380 2.826297 -2.322374 0.1 0.1 -0.1 -0.0003
H 3.187804 2.365579 -0.469898 0.0 -0.2 -0.1 0.0052
H 2.567682 -1.498319 -1.772184 0.1 0.2 -0.1 0.0085
H 4.081878 -1.200911 -3.702651 0.0 0.0 0.0 -0.0008
C -3.254036 -2.494881 -0.172481 -0.3 0.1 -0.2 -0.0010
N -2.329112 -2.438066 0.922010 0.3 -0.1 0.3 -0.0001
C -2.193620 -1.412886 1.807005 0.2 -0.2 -0.1 0.0152
S -1.044474 -1.511599 3.016565 0.2 -0.3 0.2 -0.0011
N -3.007691 -0.362301 1.647183 -0.1 -0.4 -0.6 0.0007
C -2.957427 0.830317 2.447760 -0.1 0.3 0.5 0.0085
H -3.173643 -3.474792 -0.639798 0.0 0.1 0.0 -0.0001
H -3.043190 -1.735019 -0.938111 -0.1 -0.1 0.2 -0.0002
H -4.291188 -2.376396 0.166898 0.1 0.0 0.0 0.0000
H -1.660031 -3.184680 1.050728 -0.2 0.2 0.1 0.0008
H -3.575825 -0.321810 0.815525 0.0 0.0 0.0 0.0002
H -2.220779 0.670241 3.237747 -0.2 0.1 -0.1 -0.0047
H -3.932961 1.015990 2.895379 -0.1 0.0 0.1 0.0002
H -2.656285 1.680337 1.835491 -0.1 -0.1 0.2 -0.0025
C -1.049222 -3.821526 -2.455910 -0.2 -0.3 -0.1 -0.0005
N -0.497449 -2.520642 -2.172124 0.2 0.0 0.3 0.0028
C -1.092393 -1.407716 -2.867511 -0.1 0.5 -0.1 0.0011
C 0.241069 -2.249936 -1.058720 -0.1 0.0 0.0 0.0584
O 0.222095 -1.110798 -0.581364 0.1 -0.2 0.1 -0.1165
N 0.965533 -3.279726 -0.513460 -0.2 0.3 0.0 0.0006
C 1.636943 -3.011066 0.745784 0.0 0.2 0.3 0.0553
C 1.720578 -4.169854 -1.367933 0.1 -0.3 -0.2 0.0010
H -2.122159 -3.716544 -2.648459 0.1 0.0 0.0 0.0003
H -0.911887 -4.483960 -1.599859 0.0 0.0 -0.1 0.0001
H -0.597133 -4.285952 -3.339471 -0.1 0.0 0.0 0.0000
H -2.167444 -1.345556 -2.657318 0.1 0.1 -0.1 0.0000
H -0.960075 -1.537326 -3.939296 0.0 0.0 -0.1 0.0002
H -0.620782 -0.476078 -2.541328 -0.1 -0.2 -0.1 0.0028
H 1.034432 -2.343924 1.366538 0.1 -0.1 -0.1 -0.0151
H 2.618768 -2.554663 0.582230 0.0 0.0 0.0 -0.0021
H 1.768451 -3.956177 1.269076 0.0 0.0 0.1 0.0000
H 1.228124 -4.332702 -2.322323 0.1 0.0 0.1 0.0003
H 1.843074 -5.130920 -0.867867 0.0 0.0 0.0 -0.0003
H 2.718306 -3.758046 -1.556941 0.0 0.0 0.0 0.0005
```
Forces are in eV/Å.

Results
Kohn-Sham gap (spin up / spin down)	6.605 / 7.379	eV
⟨S²⟩	3.762
spin multiplicity	4
LUMO energy (spin up / spin down)	0.2 / 0.2	eV
E_HOMO (spin up / spin down)	-6.37 / -7.16	eV
net charge	0


No. 3
C27H36BF4LiO11 as an isolated structure at a distorted geometry, computed with wB97M-V/def2-TZVPD.

```
80
Properties=species:S:1:pos:R:3:forces:R:3:lowdin_charge:R:1
Li -53.987193 40.050431 7.645727 0.7 -0.6 0.3 0.7735
B -51.194695 40.621706 8.276534 2.3 1.5 0.5 -1.3822
F -50.256817 40.140177 9.176342 0.4 -1.0 0.3 0.1362
F -51.118308 40.049305 7.026213 0.1 -0.7 -1.0 0.1391
F -52.432057 40.388588 8.788996 -3.0 -0.6 0.5 0.1096
F -50.962081 41.984756 8.205938 -0.3 0.8 -0.6 0.1394
C -48.190494 43.810365 10.320561 -3.9 3.5 1.2 -0.1443
O -47.905323 43.502920 11.669103 2.2 7.8 -2.7 -0.0339
H -49.234752 43.750148 9.862206 0.0 0.0 1.9 0.0899
H -47.853281 43.124932 9.737530 3.5 -4.2 -3.8 -0.0040
H -47.970627 44.848501 9.921512 0.7 -1.1 1.5 0.1053
H -48.154225 42.768754 12.052040 -2.5 -6.2 2.0 -0.0217
C -54.472459 37.859205 10.149046 -0.9 0.8 0.3 -0.1345
O -54.989767 38.827300 9.232533 -4.8 3.1 -0.4 -0.2886
H -54.888731 38.169325 11.058316 -0.2 0.1 1.9 0.0552
H -53.410937 38.103057 10.229887 0.0 -1.0 -0.4 0.0959
H -54.894196 36.843314 10.022245 1.0 0.4 -0.6 0.0982
H -56.012002 39.365158 9.574814 4.9 -3.0 -1.2 0.2565
C -54.707701 37.564130 6.161591 1.5 -0.7 -2.0 -0.1517
O -53.797204 38.617104 6.128269 3.0 0.5 -0.1 -0.1796
H -54.436730 36.982285 5.256263 -2.1 0.4 -0.4 0.1171
H -55.603951 37.974386 6.513297 -2.0 0.2 -0.8 0.0745
H -54.490819 36.830370 6.841341 1.0 -1.6 2.6 0.0456
H -52.939636 38.217791 5.756491 -1.6 1.5 1.0 0.1476
C -50.976774 42.288445 14.587660 -0.3 0.8 0.1 -0.0334
C -51.750765 43.346391 14.210793 -3.5 -0.4 -1.5 0.0149
C -52.458210 43.198654 12.930241 1.3 4.2 2.4 -0.2582
C -52.131754 42.196607 12.103049 -3.4 -0.3 -2.4 -0.0477
C -51.557125 41.081737 12.640738 2.8 -2.5 -2.3 -0.0356
C -50.850395 41.166909 13.781938 1.1 -0.8 3.4 -0.3013
O -50.082292 40.086394 14.219178 -2.6 1.0 -7.9 0.0792
O -53.213901 44.342546 12.505580 0.6 -1.8 4.3 0.0361
H -50.537998 42.366743 15.540385 0.7 -0.3 1.0 0.1037
H -52.217548 44.064737 14.930654 1.2 -0.3 -0.8 0.1332
H -52.705756 42.178700 11.108016 1.3 -0.2 1.3 0.1508
H -51.235178 40.214306 12.007630 -0.9 0.7 0.4 0.1403
H -49.756693 39.847991 14.991314 1.7 -0.3 6.0 0.0201
H -53.113345 44.304817 11.612188 0.1 0.3 -4.2 0.0243
C -50.462116 42.247422 2.528896 -0.8 -1.7 2.2 0.0129
C -51.252704 41.985333 3.692399 1.8 2.5 -1.8 0.0203
C -52.135110 42.999909 4.107762 1.2 0.2 -5.9 -0.4087
C -52.352670 44.148815 3.330574 4.4 -2.6 -2.8 0.0440
C -51.512470 44.370300 2.142636 -2.3 1.9 1.0 0.0059
C -50.675162 43.390810 1.757887 1.3 -1.6 0.3 -0.3966
O -49.927080 43.605202 0.653885 0.3 1.1 -0.8 0.0455
O -52.715532 42.787882 5.241919 -3.6 -0.1 2.8 0.0837
H -49.650037 41.505603 2.407050 -0.4 0.7 -0.6 0.1181
H -50.910675 41.279434 4.436708 -0.4 -0.5 -0.4 0.0875
H -53.118339 44.765795 3.478256 -2.8 2.7 1.2 0.0581
H -51.476864 45.326542 1.461772 -0.6 -1.9 1.7 0.1577
H -49.634069 42.797795 0.257042 0.3 -0.8 -0.1 0.0931
H -51.938005 42.938527 5.711261 1.5 0.0 3.4 0.0793
C -47.935497 37.888922 6.305014 -1.1 2.7 -1.3 0.0369
C -46.662238 37.298430 6.511152 -3.9 1.2 -2.0 -0.0485
C -45.724603 37.296331 5.532223 2.5 1.9 -0.8 -0.3363
C -45.798880 38.181041 4.443710 0.7 -0.9 -1.0 -0.0210
C -46.937595 38.939807 4.308511 -1.1 2.4 -2.3 -0.0732
C -47.997547 38.862221 5.159477 -3.0 -1.7 4.1 -0.2647
O -49.225630 39.583060 4.891900 0.5 0.2 0.7 -0.0745
O -44.463099 36.779056 5.721868 0.4 -1.0 0.0 0.0208
H -48.919306 37.797048 7.013796 2.9 0.1 -1.7 0.1567
H -46.639611 36.619584 7.244925 0.6 -2.3 3.0 0.0682
H -44.995205 38.201691 3.633773 -1.1 0.0 1.5 0.1437
H -47.137318 39.719477 3.473051 0.9 -1.5 1.2 0.1477
H -49.773749 40.045824 5.635347 2.2 -1.8 -1.1 0.1055
H -44.371006 36.072240 6.389466 -0.6 0.6 -0.4 0.1163
C -47.952545 37.701834 11.511157 5.2 2.7 1.9 -0.0138
C -47.329695 36.804136 12.315853 1.7 -3.8 0.8 -0.0605
C -46.068309 37.011067 12.840340 1.3 2.8 -0.9 -0.3625
C -45.328625 38.205022 12.454348 -1.5 -3.2 2.2 -0.0115
C -45.925140 39.097564 11.638433 -0.1 3.0 0.2 -0.0426
C -47.242846 38.904424 11.264834 -2.8 0.1 -2.3 -0.2680
O -47.826550 39.887990 10.449643 -0.7 -0.2 0.6 -0.0065
O -45.415773 36.124087 13.649271 -1.6 -0.8 4.5 -0.0556
H -48.765516 37.308300 11.151972 -4.9 -0.8 -2.6 0.0563
H -47.595803 35.681062 12.344440 -0.4 2.0 0.3 0.1494
H -44.451451 38.378903 13.044341 0.7 0.2 -0.3 0.1081
H -45.473577 40.140219 11.541092 -0.7 -1.6 -0.4 0.1504
H -48.830680 39.855503 10.333574 2.0 -0.4 0.3 0.0981
H -45.865341 36.110496 14.669073 1.7 0.1 -4.4 0.2111
```
Forces are in eV/Å.

Results
Kohn-Sham gap	6.534	eV
LUMO energy	-1.1	eV
E_HOMO	-7.63	eV
net charge	0